DFT (wB97M-V/def2-TZVPD) results for a structure of composition C37H47Cl3N3O7S2SiV.

XYZ file:
```
101
C37H47Cl3N3O7S2SiV, DFT wB97M-V/def2-TZVPD
V 0.18365 0.38729 -0.54324
Cl 5.35157 1.87585 4.49830
Cl 0.77442 1.92687 1.59792
Cl 4.26108 -2.12778 1.02320
S -2.18739 1.18393 -0.83236
S 1.80128 7.80548 -6.29846
Si -2.92599 0.16321 0.78413
O 1.83251 -0.53944 0.44036
O 0.55872 7.08230 -6.42482
O -1.64540 -0.67838 1.44403
O -3.57240 1.02908 2.04030
O 2.79641 7.50445 -7.30957
O -4.15432 -0.90756 0.45584
O 1.66940 9.20840 -5.97018
N 2.09893 5.96137 -4.31302
N 1.08523 1.79257 -1.61704
N 3.63549 7.77885 -4.31969
C 2.29153 1.17500 2.02836
C 0.42039 2.52351 -2.54416
C -0.66343 -1.01906 -4.02641
C -4.21368 3.20087 2.71403
C 2.87551 3.37865 -1.81780
C -5.70523 1.20956 3.04129
C 0.35702 -3.15188 -3.10817
C -0.40999 -5.29603 -3.96582
C 0.11677 -1.10454 -1.64711
C 1.15562 -3.85589 -2.19834
C 0.38063 -5.97554 -3.05205
C 3.80047 6.06231 -2.67620
C 3.80738 -0.61705 1.76380
C 3.10193 1.77336 2.97349
C 2.57988 7.10609 -4.80447
C 4.63968 -0.05014 2.71122
C 1.16963 -5.24146 -2.16741
C -0.41699 -3.89907 -3.99338
C -2.76423 -2.16890 2.99833
C -4.70422 1.88948 2.11859
C 4.22256 7.24425 -3.26161
C 2.59098 -0.02598 1.34495
C -5.37090 -2.82683 -0.14019
C 2.71331 5.44102 -3.25663
C 2.16027 4.15592 -2.71332
C -1.28243 -0.32698 3.82151
C 0.37517 -1.62100 -3.07190
C 0.91249 3.69050 -3.09635
C -3.08183 -2.46564 -1.08747
C -5.33399 2.14078 0.75188
C -0.30390 -2.25328 2.57544
C -4.37798 -1.79692 -0.65048
C 2.32851 2.21817 -1.31273
C -4.97765 -1.01330 -1.81156
C -1.51106 -1.34623 2.71051
C 4.28591 1.14849 3.30843
C 1.77199 -1.16015 -3.53730
H -5.96027 -0.61555 -1.53655
H 5.07167 7.78497 -2.85310
H -5.75313 1.21720 0.34245
H -0.44767 -1.24608 -5.07976
H 2.81196 2.70725 3.43819
H -6.13457 2.87870 0.85198
H -5.61095 -3.54961 -0.92528
H -6.61424 1.81067 3.14301
H -0.66275 0.06553 -3.90864
H -6.29332 -2.33471 0.18194
H 2.01188 -1.56020 -4.53042
H 2.90011 1.59485 -0.63905
H -5.03826 3.91069 2.83238
H -4.32255 -0.18039 -2.07375
H -3.45869 3.64225 2.05909
H -2.66073 -2.67833 3.96026
H -3.27676 -3.22232 -1.85366
H 0.58167 -1.66700 2.33124
H 4.29368 5.66918 -1.79891
H -0.03526 -1.93572 -0.93273
H -2.91592 -2.91803 2.21744
H 1.76368 -3.29326 -1.49622
H -4.59125 2.52069 0.04489
H 3.87565 3.64794 -1.50640
H -3.75841 3.01933 3.69036
H -1.04339 -3.39255 -4.71816
H -0.12375 -2.79523 3.50950
H -4.94908 -3.36237 0.71489
H 0.38608 -7.05956 -3.02584
H -5.96990 0.23182 2.63108
H -2.08150 0.41708 3.82406
H 1.80076 -0.06874 -3.58542
H -0.46049 -2.97352 1.76890
H -2.59318 -2.94812 -0.23660
H 2.53985 -1.48371 -2.83165
H -3.65304 -1.53232 3.03364
H 5.56259 -0.54612 2.98134
H -1.26063 -0.83017 4.79326
H -0.33131 0.18608 3.67282
H -1.67236 -1.36862 -3.78738
H 0.33019 4.24880 -3.81837
H -1.02949 -5.84902 -4.66462
H -2.38625 -1.73190 -1.50246
H 1.79355 -5.75372 -1.44321
H -5.09349 -1.65913 -2.68804
H -0.56493 2.16367 -2.80326
H -5.26559 1.06393 4.03132
```

As for the total charge: -2. As for the spin multiplicity: 3. Its relative energy (zero: lowest compared OMol25 entry of this formula, charge and spin) is 0.192 eV. As for the total energy: -150746.59649 eV. The molar mass is 895.3 g/mol.

Atomic partial charges in e from the Löwdin method, atoms 1 to 2: 0.388, 0.599